A 2-piece molecular cluster, C4H12S2 overall at a distorted geometry, computed with wB97M-V/def2-TZVPD.

The geometry in XYZ format:
```
18
Properties=species:S:1:pos:R:3:nbo_charge:R:1
C -2.5238 -1.0771 0.7040 -0.62
C -1.8708 0.3034 0.7260 -0.50
S -2.0856 1.1940 -0.8603 -0.06
H -2.6555 -1.4546 1.6887 0.21
H -3.5249 -0.9758 0.2734 0.21
H -2.0081 -1.8025 0.0809 0.21
H -0.8026 0.2041 0.9091 0.21
H -2.3211 0.9426 1.4806 0.22
H -0.8664 0.9753 -1.3563 0.11
C 1.9725 1.1299 -0.5828 -0.62
C 2.0923 -0.3764 -0.7809 -0.53
S 2.9053 -1.2633 0.5626 -0.03
H 1.2677 1.5576 -1.2960 0.21
H 1.7142 1.3640 0.4398 0.21
H 2.9220 1.5931 -0.8621 0.22
H 2.5918 -0.5970 -1.7276 0.23
H 1.1295 -0.8686 -0.9159 0.20
H 2.0634 -0.8486 1.5170 0.11
```

Computed properties:
* HOMO: -9.15 eV
* LUMO: 0.7 eV
* SMILES: CCS.CCS
* spin multiplicity: 1

***

C27H26INO3W as an isolated structure, computed with wB97M-V/def2-TZVPD.

The geometry in XYZ format:
```
59
Properties=species:S:1:pos:R:3:nbo_charge:R:1
W -0.8175 -1.8390 -0.4444 1.60
C -4.7222 -3.2631 0.0101 -0.68
C -3.3724 -3.4612 0.6241 0.19
C -2.8242 -4.7360 0.7711 -0.21
C -1.6358 -4.9463 1.4583 -0.12
C -0.9477 -3.8813 2.0211 -0.18
C -1.4560 -2.5897 1.8754 -0.29
C -2.6538 -2.3715 1.1586 -0.40
H -4.6824 -2.5683 -0.8293 0.24
H -5.4079 -2.8393 0.7459 0.25
H -5.1370 -4.2050 -0.3410 0.24
H -3.3605 -5.5845 0.3654 0.25
H -1.2519 -5.9520 1.5659 0.25
H -0.0403 -4.0483 2.5853 0.25
H -0.9969 -1.7656 2.4060 0.25
H -3.1101 -1.3844 1.1591 0.26
O 1.4598 -4.8746 -1.7046 -0.44
C 0.9724 -3.8042 -1.5770 0.74
O -0.1712 -3.5859 -0.8574 -0.73
C 1.5298 -2.5309 -2.1359 0.12
C 2.6840 -2.5591 -2.9118 -0.22
C 3.1542 -1.3704 -3.3967 -0.05
C 2.4620 -0.1747 -3.1211 -0.11
C 2.9108 1.0702 -3.6262 -0.14
C 2.2104 2.2121 -3.3760 -0.19
C 1.0223 2.1541 -2.6169 -0.14
C 0.5628 0.9707 -2.1083 -0.26
C 1.2803 -0.2232 -2.3384 0.24
N 0.8468 -1.4313 -1.8355 -0.52
H 3.1611 -3.5105 -3.0985 0.28
H 4.0515 -1.3335 -4.0023 0.25
H 3.8133 1.0903 -4.2235 0.24
H 2.5490 3.1600 -3.7707 0.25
H 0.4560 3.0610 -2.4481 0.24
H -0.3685 0.9453 -1.5626 0.22
C 0.1424 5.9403 2.5632 -0.66
C 0.2939 4.5258 2.1157 0.18
C 1.5602 3.9608 1.9423 -0.26
C 1.7199 2.6521 1.5542 0.14
C 3.1133 2.1116 1.3742 -0.67
C 0.5446 1.8590 1.3226 -0.18
C 0.7590 0.5430 0.9303 0.41
O -0.1489 -0.3119 0.6434 -0.72
C -0.7629 2.4335 1.4895 0.12
C -2.0301 1.6573 1.2771 -0.64
C -0.8481 3.7445 1.8787 -0.25
H 1.0879 6.4762 2.5551 0.24
H -0.2548 5.9582 3.5815 0.26
H -0.5768 6.4679 1.9354 0.25
H 2.4354 4.5726 2.1200 0.24
H 3.8422 2.8937 1.5693 0.25
H 3.2822 1.7540 0.3564 0.23
H 3.3224 1.2926 2.0651 0.24
H 1.7831 0.1794 0.8703 0.19
H -2.0686 0.7835 1.9306 0.22
H -2.1197 1.3055 0.2472 0.22
H -2.8917 2.2833 1.4953 0.25
H -1.8242 4.1935 2.0168 0.24
I -2.5308 -1.1058 -2.2545 0.00
```

Computed properties:
* HOMO (alpha / beta): -14.11 / -14.96 eV
* LUMO (alpha / beta): -7.3 / -7.6 eV
* total charge: +2
* spin multiplicity: 3

***

Quick rundown of relative energy (zero: lowest compared OMol25 entry of this formula, charge and spin), same order as above: 8.1; 0.8 kcal/mol